{
  "formula": "C17H27N2O2PRe",
  "method": "ωB97M-V/def2-TZVPD",
  "total_charge": 2,
  "orbital_gap_ev": [7.3281, 5.5353],
  "e_lumo_ev": [-7.413, -9.232],
  "spin_multiplicity": 4,
  "elements": ["C", "C", "C", "C", "C", "C", "C", "C", "N", "Re", "C", "P", "H", "H", "H", "H", "H", "H", "H", "H", "C", "C", "H", "C", "C", "H", "H", "H", "H", "H", "H", "H", "H", "H", "H", "H", "H", "H", "H", "O", "C", "C", "C", "C", "O", "N", "H", "H", "H", "H"],
  "positions_angstrom": [[0.47607, -0.71386, -3.65967], [1.44204, -0.41860, -2.69740], [1.12916, 0.06902, -1.42462], [-0.28358, 0.04336, -1.07028], [-1.26940, -0.12085, -2.10959], [-0.86327, -0.47617, -3.40355], [2.30080, 0.18515, -0.47465], [2.84588, 1.43690, 0.32396], [2.15144, 2.67997, 0.41828], [-1.21375, -1.01781, 0.33064], [-2.73959, 0.11232, -1.87583], [-2.90155, 0.36324, -0.00607], [2.49800, -0.58574, -2.93824], [-1.63684, -0.61487, -4.16308], [0.79345, -1.11094, -4.62211], [-3.39259, -0.71786, -2.20045], [-3.11600, 1.03182, -2.35034], [2.20113, -0.63445, 0.26097], [3.18910, -0.07527, -1.07494], [3.01695, 1.10191, 1.36146], [-4.56719, 0.20306, 0.68295], [-2.56042, 2.17164, -0.09510], [3.85204, 1.68329, -0.07743], [1.56001, 3.25295, -0.75545], [1.65219, 3.03637, 1.72469], [-2.12709, -2.68052, 0.15280], [2.14616, 4.13113, -1.06893], [1.54151, 2.55324, -1.60446], [0.53182, 3.58916, -0.55036], [2.47469, 3.45843, 2.32590], [0.83708, 3.76714, 1.65889], [1.28765, 2.15117, 2.27090], [-3.42458, 2.72863, -0.48946], [-2.29612, 2.52354, 0.90943], [-1.70569, 2.34345, -0.76837], [-5.36270, 0.44983, -0.03230], [-4.71365, -0.82618, 1.03941], [-4.63854, 0.86969, 1.55435], [-2.67007, -2.24904, 0.56059], [1.36902, -4.05531, -0.23855], [1.12060, -3.60186, 0.85903], [1.84776, -3.85000, 2.19473], [1.43665, -2.70653, 3.10001], [0.31872, -2.03774, 2.33274], [-0.39051, -1.02742, 2.58422], [0.11500, -2.63801, 1.12942], [1.49357, -4.81432, 2.58621], [2.93330, -3.91697, 2.05117], [1.04114, -3.04195, 4.07133], [2.27019, -2.00417, 3.26714]],
  "forces_ev_per_a": [[-0.63, 0.07, -0.35], [0.43, 0.58, 0.60], [-0.92, -0.75, -0.61], [0.80, 0.43, -0.43], [0.56, -0.22, 0.21], [0.32, -0.47, -0.20], [0.62, -0.52, -0.03], [1.09, -0.43, 0.69], [-1.77, -1.03, -0.01], [3.12, -3.05, 2.09], [-1.35, -0.28, 1.01], [-1.46, 3.41, -1.51], [-0.44, 0.08, -0.02], [0.38, 0.03, 0.11], [-0.11, 0.17, 0.17], [0.48, 0.24, -0.06], [0.22, -0.25, -0.04], [-0.03, 0.46, -0.10], [-0.49, -0.15, 0.28], [0.05, 0.21, -0.50], [-0.19, -0.40, 0.10], [-0.11, 0.08, 0.46], [-0.44, -0.11, -0.03], [-0.23, 0.49, -0.75], [-0.21, 0.65, 0.57], [0.25, -0.15, -0.09], [-0.08, -0.04, 0.11], [0.22, 0.11, 0.45], [0.42, -0.05, 0.08], [-0.14, -0.06, -0.15], [0.40, -0.10, -0.09], [0.19, 0.08, -0.36], [0.20, -0.18, 0.28], [-0.16, 0.17, -0.21], [-0.30, -0.22, 0.27], [0.30, 0.04, 0.14], [-0.06, 0.29, -0.13], [0.03, -0.13, -0.26], [-0.28, 0.12, 0.09], [-0.48, 0.57, 1.48], [0.47, -0.11, -0.73], [0.06, -0.64, -0.49], [-0.38, 0.57, 0.71], [0.32, -1.37, -1.70], [-0.69, 0.31, -1.20], [0.30, 1.31, 0.48], [0.19, 0.19, -0.15], [-0.37, -0.08, -0.08], [0.31, 0.24, -0.19], [-0.45, -0.13, 0.13]]
}